# 1
Here is a molecular structure, C18H42N6O9S from OMol25. Energies are from ωB97M-V/def2-TZVPD.

Properties
charge: 0
LUMO energy: 0.014 Eh
multiplicity: 1

Last column: Löwdin charge in e.
CARTESIAN COORDINATES (ANGSTROEM)
N 3.158 0.192 0.994  0.02
C 3.291 -0.418 -0.315  -0.21
C 2.124 -1.236 -0.912  -0.26
C 0.992 -1.687 0.054  -0.10
O -0.257 -1.222 -0.531  -0.19
S 0.104 0.081 -1.359  0.60
O -0.858 0.278 -2.400  -0.23
O 0.409 1.150 -0.444  -0.24
O 1.440 -0.501 -1.972  -0.16
H 2.742 -0.413 1.685  0.05
H 2.655 1.066 0.952  0.07
H 4.171 -1.066 -0.336  0.09
H 3.484 0.382 -1.037  0.13
H 2.541 -2.123 -1.392  0.10
H 0.898 -2.770 0.118  0.13
H 1.062 -1.264 1.056  0.11
C -5.211 2.953 -3.439  -0.36
O -5.892 3.940 -3.217  0.00
N -4.917 2.008 -2.530  -0.19
C -4.077 0.865 -2.830  -0.05
C -5.448 2.146 -1.185  -0.02
H -4.763 2.754 -4.428  0.13
H -4.630 -0.066 -2.688  0.10
H -3.201 0.857 -2.183  0.07
H -3.737 0.917 -3.863  0.09
H -6.538 2.168 -1.203  0.10
H -5.096 3.075 -0.737  0.07
H -5.111 1.307 -0.582  0.07
C -4.398 0.229 1.960  -0.37
O -5.334 -0.536 1.831  0.01
N -4.122 0.927 3.079  -0.20
C -2.997 1.836 3.160  -0.05
C -4.994 0.760 4.228  -0.04
H -3.678 0.427 1.146  0.13
H -2.307 1.528 3.949  0.09
H -3.332 2.854 3.367  0.09
H -2.461 1.836 2.212  0.08
H -5.001 -0.280 4.556  0.09
H -6.017 1.039 3.977  0.09
H -4.636 1.392 5.038  0.08
C 4.883 -2.761 1.615  -0.35
O 3.857 -3.293 1.221  0.00
N 5.128 -2.438 2.895  -0.19
C 6.345 -1.765 3.299  -0.05
C 4.128 -2.766 3.896  -0.04
H 5.695 -2.469 0.930  0.14
H 6.903 -2.371 4.015  0.09
H 6.117 -0.800 3.755  0.09
H 6.971 -1.593 2.425  0.08
H 3.949 -3.841 3.922  0.09
H 3.182 -2.274 3.669  0.09
H 4.480 -2.434 4.870  0.09
C -1.813 6.625 0.093  -0.36
O -2.269 6.633 1.221  0.00
N -2.460 6.152 -0.989  -0.19
C -1.864 6.151 -2.307  -0.06
C -3.800 5.616 -0.819  -0.04
H -0.806 7.010 -0.140  0.13
H -2.462 6.742 -3.004  0.09
H -1.783 5.134 -2.695  0.09
H -0.865 6.582 -2.253  0.08
H -4.469 6.379 -0.421  0.10
H -3.778 4.787 -0.111  0.08
H -4.181 5.266 -1.776  0.07
C 4.012 -4.499 -2.988  -0.33
O 3.510 -3.486 -2.533  0.01
N 4.073 -5.677 -2.342  -0.19
C 4.684 -6.847 -2.937  -0.06
C 3.505 -5.773 -1.005  -0.03
H 4.468 -4.529 -3.991  0.14
H 3.960 -7.659 -3.029  0.09
H 5.523 -7.196 -2.331  0.09
H 5.054 -6.599 -3.931  0.08
H 2.440 -5.540 -1.029  0.10
H 3.982 -5.061 -0.332  0.06
H 3.645 -6.786 -0.636  0.09


# 2
Here is a molecular structure, C5H9AgO3 in a non-equilibrium geometry from OMol25. Energies are from ωB97M-V/def2-TZVPD.

Properties
<S²>: 0.75
energy relative to the best compared isomer or geometry (same formula, charge and spin): 116.1 kJ/mol
charge: +1
LUMO energy (spin up / spin down): -0.139 / -0.266 Eh
multiplicity: 2

Last column: Löwdin charge in e.
CARTESIAN COORDINATES (ANGSTROEM)
O 1.246 1.084 0.286  -0.24
C 2.558 1.545 0.588  0.03
O 3.331 0.743 0.013  -0.04
Ag 1.978 -0.607 -0.622  0.92
O 0.974 -2.331 -0.650  -0.11
C -0.135 -2.839 -0.489  -0.22
C 0.098 1.840 0.694  -0.23
H -0.437 1.237 1.438  0.13
H 0.465 2.753 1.179  0.13
C -0.779 2.149 -0.497  -0.05
H -0.248 2.778 -1.223  0.09
H -1.113 1.224 -0.988  0.08
H -1.670 2.694 -0.159  0.10
C -1.260 -2.200 0.215  -0.02
H -0.315 -3.831 -0.938  0.15
H -1.551 -2.854 1.052  0.11
H -2.122 -2.191 -0.472  0.11
H -1.021 -1.193 0.571  0.07


# 3
Here is C3H4OS in the gas phase in a non-equilibrium geometry from OMol25. Energies are from ωB97M-V/def2-TZVPD.

Properties
energy relative to the best compared isomer or geometry (same formula, charge and spin): 330.7 kJ/mol
charge: 0
LUMO energy: 0.019 Eh
multiplicity: 1

Last column: Löwdin charge in e.
CARTESIAN COORDINATES (ANGSTROEM)
C -1.479 0.196 0.344  -0.37
C -0.466 -0.870 0.319  -0.40
C 0.839 -1.043 0.029  0.03
O -2.975 -1.039 1.810  -0.55
S -2.292 -1.325 0.546  0.94
H -1.730 0.697 1.326  0.11
H 1.398 -1.950 -0.098  0.05
H 1.226 -0.036 -0.275  0.08
H -1.450 0.922 -0.465  0.09